# C28H40N5S3SiTa

A molecular structure, C28H40N5S3SiTa at a distorted geometry (wB97M-V/def2-TZVPD, the Open Molecules 2025 dataset).

Atoms and positions in Å:
Ta: 0.6277 -0.7984 -1.3855
N: 4.1044 1.6184 1.3400
C: 3.1506 1.3963 0.4158
N: 2.5011 0.2960 0.2739
C: 2.7846 -0.7707 1.1385
N: 2.0998 -1.8500 1.1488
N: 1.0875 -1.9839 0.2502
C: 0.4011 -3.1544 0.3960
C: -0.5009 -3.4515 -0.5887
C: -1.2546 -4.6607 -0.6548
C: -1.9920 -4.9433 -1.7546
C: -1.9930 -4.0195 -2.8434
C: -1.3104 -2.8563 -2.7266
N: -0.5984 -2.5069 -1.6083
C: 3.9008 -0.6422 2.0802
C: 4.3550 -1.6995 2.8669
C: 5.4020 -1.5109 3.7483
C: 6.0039 -0.2620 3.8671
C: 5.5797 0.7934 3.0823
C: 4.5391 0.5953 2.1836
H: 4.5538 2.5155 1.3957
H: 2.9272 2.2290 -0.2411
H: 0.6230 -3.8115 1.2229
H: -1.1926 -5.3363 0.1881
H: -2.5622 -5.8598 -1.8218
H: -2.5349 -4.2377 -3.7517
H: -1.3212 -2.1401 -3.5401
H: 3.8651 -2.6574 2.7661
H: 5.7608 -2.3392 4.3444
H: 6.8101 -0.1117 4.5725
H: 6.0514 1.7663 3.1556
S: 1.3981 -0.4703 -5.9196
C: 1.5348 -0.4884 -4.2947
S: 1.0545 0.8048 -3.2560
S: 2.1091 -1.9623 -3.4853
C: 2.7498 -1.2989 -1.9566
H: 3.1879 -2.1410 -1.4169
H: 3.5085 -0.5440 -2.1612
C: -1.5108 -0.8448 2.0632
C: -1.5036 0.6489 1.7092
C: -0.3011 1.2605 2.4443
C: -2.7967 1.2527 2.2754
Si: -1.3100 0.9128 -0.2314
C: -3.0122 0.4672 -1.1265
C: -3.5550 -0.8691 -0.5973
C: -2.7892 0.3307 -2.6412
C: -4.1168 1.5135 -0.9136
C: -0.9233 2.8227 -0.5605
C: 0.5743 3.0756 -0.3323
C: -1.2294 3.2540 -2.0003
C: -1.7074 3.7547 0.3751
H: -1.7502 -0.9609 3.1266
H: -0.5338 -1.2859 1.8948
H: -2.2458 -1.4128 1.4924
H: -0.3005 0.9277 3.4885
H: -0.3299 2.3509 2.4487
H: 0.6373 0.9327 1.9881
H: -2.7979 1.1549 3.3676
H: -3.6721 0.7182 1.9030
H: -2.9118 2.3101 2.0375
H: -2.8055 -1.6589 -0.6208
H: -4.4044 -1.1924 -1.2093
H: -3.9120 -0.7675 0.4292
H: -1.8996 -0.2568 -2.8828
H: -2.6713 1.2982 -3.1237
H: -3.6484 -0.1685 -3.1032
H: -4.3674 1.6344 0.1412
H: -5.0262 1.1926 -1.4357
H: -3.8399 2.4890 -1.3125
H: 1.1665 2.5281 -1.0703
H: 0.8896 2.7699 0.6668
H: 0.7910 4.1448 -0.4454
H: -0.7801 2.5844 -2.7313
H: -0.8182 4.2550 -2.1769
H: -2.2997 3.3123 -2.1946
H: -1.4056 3.6219 1.4143
H: -2.7834 3.5933 0.3052
H: -1.5105 4.8002 0.1085

The gap between HOMO and LUMO (alpha / beta) comes out at 5.89 / 5.89 eV. The value obtained for the energy relative to the best compared isomer or geometry (same formula, charge and spin) is 244.0 kJ/mol.

---

# F2H2NPS

2 unconnected molecules or ions with the total composition F2H2NPS at a distorted geometry (wB97M-V/def2-TZVPD, the Open Molecules 2025 dataset).

Atoms and positions in Å:
N: -1.5467 0.1427 -0.4458
F: 1.1362 -1.3323 -0.9520
F: 0.7960 -1.0418 1.3302
P: 0.9007 -0.0807 0.0308
S: 2.2552 1.3271 0.0579
H: -1.6535 1.1421 -0.4886
H: -1.8879 -0.1570 0.4675

The gap between HOMO and LUMO (alpha / beta) comes out at 8.13 / 8.13 eV. The value obtained for the energy relative to the best compared isomer or geometry (same formula, charge and spin) is 328.0 kJ/mol.

---

# C36H37AsN3O4PdSSi

A molecular structure, C36H37AsN3O4PdSSi at a distorted geometry (wB97M-V/def2-TZVPD, the Open Molecules 2025 dataset).

Atoms and positions in Å:
Pd: 0.6569 1.4742 -0.3715
C: -6.0861 -2.8441 -0.3666
C: -5.0882 -1.8246 -0.8366
C: -5.2723 -0.4699 -0.5748
C: -4.3103 0.4558 -0.9355
C: -3.1481 0.0450 -1.5674
C: -2.9776 -1.2925 -1.8846
C: -3.9487 -2.2148 -1.5320
S: -1.7836 1.2250 -1.6230
O: -0.6664 0.5782 -2.3081
O: -2.2854 2.4224 -2.2580
N: -1.4387 1.3378 -0.0872
C: -1.9925 2.3831 0.7047
C: -1.0043 2.7260 1.8757
O: -1.4933 3.1557 2.9124
O: 0.2226 2.5420 1.6478
H: -7.1079 -2.5191 -0.5601
H: -5.9768 -2.9923 0.7085
H: -5.9214 -3.8013 -0.8573
H: -6.1645 -0.1406 -0.0635
H: -4.4437 1.5040 -0.7178
H: -2.0838 -1.5943 -2.4157
H: -3.8094 -3.2578 -1.7849
H: -2.9510 2.0809 1.1518
H: -2.1547 3.2939 0.1092
C: -1.5530 -5.6757 1.4923
C: -1.4085 -5.3665 0.1485
C: -1.0707 -4.0812 -0.2294
C: -0.8613 -3.0819 0.7199
C: -1.0412 -3.4019 2.0579
C: -1.3737 -4.6892 2.4462
As: -0.3590 -1.2659 0.0183
C: 0.1969 -0.5986 1.7746
C: 1.4863 -0.6030 2.2877
C: 1.7332 -0.1518 3.5735
C: 0.6933 0.2877 4.3717
C: -0.6055 0.2614 3.8891
C: -0.8453 -0.1673 2.5970
C: 1.2949 -2.0277 -0.7523
C: 2.0482 -3.0373 -0.1554
C: 3.1177 -3.6090 -0.8222
C: 3.4531 -3.1822 -2.0972
C: 2.7145 -2.1776 -2.6999
C: 1.6473 -1.6016 -2.0318
H: -1.8100 -6.6819 1.7922
H: -1.5567 -6.1323 -0.6015
H: -0.9402 -3.8326 -1.2790
H: -0.9011 -2.6387 2.8126
H: -1.4822 -4.9278 3.4965
H: 2.3127 -0.9768 1.7010
H: 2.7450 -0.1558 3.9564
H: 0.8906 0.6559 5.3680
H: -1.4208 0.5939 4.5178
H: -1.8595 -0.1680 2.2047
H: 1.7910 -3.3792 0.8421
H: 3.6883 -4.3979 -0.3489
H: 4.2856 -3.6345 -2.6177
H: 2.9590 -1.8532 -3.7013
H: 1.0702 -0.8114 -2.5002
C: -0.9178 4.9809 -1.9233
Si: 0.4593 3.7314 -1.3440
C: 1.3649 4.8622 -0.0254
C: 1.4585 3.4423 -3.0136
H: -0.4400 5.8215 -2.4206
H: -1.4838 5.3738 -1.0843
H: -1.6172 4.5250 -2.6125
H: 2.1737 5.4281 -0.4769
H: 1.7666 4.2835 0.8004
H: 0.6540 5.5689 0.3893
H: 2.1926 4.2310 -3.1524
H: 0.7709 3.4704 -3.8520
H: 1.9757 2.4849 -3.0364
N: 5.9931 4.9601 -0.2062
C: 5.4470 3.9488 -0.0870
C: 4.7901 2.7241 0.0381
C: 5.3748 1.6303 0.7437
C: 4.6989 0.4361 0.6897
C: 3.5038 0.3359 -0.0142
N: 2.8744 1.4006 -0.5909
C: 3.5441 2.5464 -0.5619
H: 6.3138 1.7484 1.2665
H: 5.1061 -0.4477 1.1647
H: 3.0798 -0.6333 -0.2058
H: 3.1069 3.3833 -1.0818

The gap between HOMO and LUMO (alpha / beta) comes out at 5.51 / 5.49 eV. As for the net charge: -1. The value obtained for the energy relative to the best compared isomer or geometry (same formula, charge and spin) is 419.8 kJ/mol.

---

# C35H37ClP2Pt

A molecular structure, C35H37ClP2Pt at a distorted geometry (wB97M-V/def2-TZVPD, the Open Molecules 2025 dataset).

Atoms and positions in Å:
Pt: 0.1150 -0.0900 5.4224
C: -1.7589 -0.1111 6.7645
C: -2.0551 -0.4943 5.4412
C: -2.7407 0.4255 4.4412
C: -1.8262 1.4700 3.7119
C: -0.4700 1.6756 4.3430
C: -0.3414 2.0601 5.7057
C: -1.5396 2.4242 6.5509
C: -2.1403 1.2281 7.3308
C: 2.0883 0.4902 5.4331
H: -1.6263 -0.9062 7.4979
H: -2.1769 -1.5773 5.2860
H: -3.6043 0.9347 4.9027
H: -3.1472 -0.2231 3.6618
H: -1.6717 1.1399 2.6820
H: -2.3814 2.4156 3.6361
H: 0.3636 1.9236 3.6681
H: 0.6151 2.4291 6.0713
H: -2.3019 2.9076 5.9235
H: -1.2397 3.1817 7.2899
H: -1.8118 1.3023 8.3754
H: -3.2335 1.3224 7.3707
H: 2.5786 -0.4139 5.8195
H: 2.2611 1.3451 6.0967
H: 2.4644 0.7621 4.4390
P: -0.0426 -2.0230 -2.6346
P: 1.7994 0.4020 -3.0233
C: -0.7433 -0.5233 -3.3489
C: 0.0576 0.5814 -3.4503
C: -0.7420 -3.2861 -3.7888
C: -1.9008 -3.0451 -4.5526
C: -2.3917 -4.0195 -5.4176
C: -1.7261 -5.2489 -5.5348
C: -0.5396 -5.4808 -4.8120
C: -0.0402 -4.4957 -3.9567
C: -0.9836 -2.1921 -1.0490
C: -0.6289 -1.3653 0.0404
C: -1.2705 -1.5259 1.2744
C: -2.3136 -2.4467 1.4174
C: -2.6686 -3.2527 0.3293
C: -1.9706 -3.1674 -0.8791
C: 2.5293 1.0802 -4.6030
C: 2.4445 0.2923 -5.7747
C: 2.9952 0.7577 -6.9765
C: 3.5894 2.0342 -7.0233
C: 3.6368 2.8291 -5.8740
C: 3.1391 2.3384 -4.6625
C: 1.9938 1.8194 -1.8782
C: 3.1808 1.8614 -1.1149
C: 3.4008 2.9213 -0.2394
C: 2.4413 3.9417 -0.1073
C: 1.2818 3.9048 -0.8842
C: 1.0338 2.8261 -1.7367
H: -1.7605 -0.5205 -3.7329
H: -0.2943 1.5448 -3.8319
H: -2.4379 -2.1076 -4.4832
H: -3.3003 -3.8214 -5.9980
H: -2.1297 -6.0305 -6.1816
H: -0.0060 -6.4328 -4.9148
H: 0.8828 -4.6591 -3.4051
H: 0.1664 -0.6230 -0.0695
H: -0.9541 -0.9416 2.1409
H: -2.8409 -2.5364 2.3706
H: -3.4885 -3.9600 0.4223
H: -2.1793 -3.8638 -1.6863
H: 1.9450 -0.6738 -5.7570
H: 2.9622 0.1465 -7.8856
H: 4.0224 2.4035 -7.9585
H: 4.0620 3.8433 -5.9091
H: 3.2086 2.9509 -3.7707
H: 3.9155 1.0648 -1.2358
H: 4.3231 2.9498 0.3408
H: 2.6066 4.7510 0.6085
H: 0.5527 4.7161 -0.8269
H: 0.1033 2.7881 -2.2941
Cl: 0.6602 -2.1275 6.4531

The gap between HOMO and LUMO (alpha / beta) comes out at 2.71 / 2.14 eV. As for the net charge: +2. The value obtained for the energy relative to the best compared isomer or geometry (same formula, charge and spin) is 184.4 kJ/mol. Its multiplicity is 5.

---

# C6H12O6V

A molecular structure, C6H12O6V at a distorted geometry (wB97M-V/def2-TZVPD, the Open Molecules 2025 dataset).

Atoms and positions in Å:
V: -0.1316 0.0506 0.0693
O: -0.7332 -1.7459 1.0656
C: -1.9232 -2.2074 0.6141
C: -2.7319 -1.2312 -0.2922
O: -2.1448 -0.0314 -0.5148
H: -2.5983 -2.5440 1.4604
H: -1.7856 -3.1595 0.0051
H: -3.7423 -1.0596 0.1839
H: -2.9365 -1.7514 -1.2659
O: 1.8838 -0.3690 0.5390
C: 2.5668 -0.5980 -0.6062
C: 1.7448 -1.3043 -1.6586
O: 0.4726 -0.8659 -1.7222
H: 2.9600 0.3583 -1.0495
H: 3.4909 -1.2348 -0.4301
H: 1.7725 -2.4148 -1.4753
H: 2.2772 -1.1590 -2.6497
O: 0.0868 2.0072 -0.7368
C: 0.3301 2.9007 0.2342
C: 0.0511 2.4081 1.6860
O: -0.5020 1.1876 1.7859
H: -0.2634 3.8564 0.0751
H: 1.4037 3.2598 0.2238
H: -0.5792 3.1908 2.2105
H: 1.0317 2.4568 2.2484

The gap between HOMO and LUMO (alpha / beta) comes out at 4.53 / 5.26 eV. As for the net charge: -3. The value obtained for the energy relative to the best compared isomer or geometry (same formula, charge and spin) is 0.0 kJ/mol. Its multiplicity is 3.

---

What is the formula in the fourth record?
C35H37ClP2Pt

---

The highest energy relative to the best compared isomer or geometry (same formula, charge and spin) belongs to which entry?
C36H37AsN3O4PdSSi

---

Among the records above, which one has the lowest energy relative to the best compared isomer or geometry (same formula, charge and spin)?
C6H12O6V